# 1
Computed, not measured: a structure of composition C11H19NNdS7 at a distorted geometry, with ωB97M-V/def2-TZVPD.

Values from the calculation:
HOMO level (alpha / beta) (eV): -10.03 / -10.01
Orbital gap (alpha / beta) (eV): 6.509 / 6.772
<S²>: 3.762
Lowest unoccupied orbital energy (alpha / beta) (eV): -3.52 / -3.24
Energy relative to the best compared isomer or geometry (same formula, charge and spin) (kJ/mol): 53.0

The geometry in ORCA input format:
```
! RIJCOSX wB97M-V def2-TZVPD def2/J DEFGRID3
* xyz 1 4
Nd -1.30722 0.48705 0.47535
S 1.01926 0.26769 2.12337
S -0.60105 0.34521 -2.29455
C 0.00644 0.42140 3.64900
C 1.53414 2.05362 1.92890
C 0.54199 2.87999 1.12564
N 0.33246 2.18731 -0.16448
C -0.42648 2.93486 -1.19308
C -0.28498 2.16821 -2.49747
H 2.50564 2.00878 1.41409
H 1.68295 2.46623 2.93210
H 0.92713 3.89579 0.95111
H -0.43768 2.98104 1.63178
H -0.02751 3.95525 -1.28982
H -1.47984 3.01579 -0.85929
H 0.74979 2.23273 -2.86416
H -0.95391 2.55041 -3.27470
C -2.39779 0.29170 -2.71461
H 1.23923 1.87982 -0.55168
H -2.97083 1.06951 -2.18755
H -2.77682 -0.70168 -2.44428
H -2.46896 0.44087 -3.80029
H -0.25259 -0.58947 3.98560
H -0.92377 0.99099 3.49170
H 0.63589 0.92510 4.39470
C 2.72185 -2.02093 -1.08341
C 3.22572 -0.78725 -1.22288
H 2.22076 -2.53034 -1.91339
H 2.75561 -2.54216 -0.11960
H 3.22689 -0.27904 -2.19529
H 3.76917 -0.30053 -0.40535
S -2.65411 -3.50254 5.65749
C -2.57030 -2.69361 4.24350
S -1.82245 -3.36213 2.80554
C -2.21265 -2.11753 1.63802
C -3.07459 -1.10332 2.12832
S -3.87045 0.18151 1.28805
S -3.23374 -1.10304 3.89358
S -1.50040 -2.22108 0.07504
*
```



# 2
Computed, not measured: a structure of composition C11H20AlN4P at a distorted geometry, with ωB97M-V/def2-TZVPD.

Values from the calculation:
HOMO level (alpha / beta) (eV): -4.36 / -4.36
Orbital gap (alpha / beta) (eV): 4.662 / 4.661
Lowest unoccupied orbital energy (alpha / beta) (eV): 0.30 / 0.30
Energy relative to the best compared isomer or geometry (same formula, charge and spin) (kJ/mol): 0.0

The geometry in ORCA input format:
```
! RIJCOSX wB97M-V def2-TZVPD def2/J DEFGRID3
* xyz 0 1
C 1.91044 -0.22170 0.27152
C 1.97939 -1.53211 0.78886
C 1.30811 -2.42728 -0.10729
C 0.84252 -1.70299 -1.21733
C 1.12798 -0.25850 -1.00228
Al -0.55331 0.90288 -0.35422
P -0.18258 2.93823 0.57167
H 2.44420 0.65944 0.63070
H 2.38454 -1.80994 1.75409
H 1.05972 -3.46948 0.11457
H 1.41524 0.39700 -1.83243
H 0.44466 -2.10844 -2.15653
H 0.29486 3.77798 -0.51043
H 0.80853 3.06925 1.62897
H -1.42370 3.51670 1.05616
C -2.16070 -1.80163 -0.34047
N -1.98765 -0.36445 -0.02462
C -2.50445 -0.17527 1.39634
N -3.93064 -0.55978 1.51362
C -4.03944 -1.99038 1.15527
N -3.57068 -2.23016 -0.21489
C -4.41598 -1.45389 -1.13380
N -4.32345 -0.00105 -0.85513
C -2.89515 0.39884 -1.02179
C -4.72716 0.23434 0.55047
H -1.55779 -2.38555 0.36420
H -1.84102 -1.96611 -1.37466
H -2.41035 0.86935 1.71431
H -1.92404 -0.84678 2.03852
H -5.09574 -2.28153 1.23487
H -3.43330 -2.58456 1.85469
H -4.09608 -1.64564 -2.16704
H -5.46403 -1.75639 -1.00753
H -2.84361 1.48743 -0.86144
H -2.59767 0.10277 -2.03143
H -5.77603 -0.06036 0.65356
H -4.60361 1.29925 0.78341
*
```



# 3
Computed, not measured: a cluster of 2 separate species, C11H20BN3O10P in total, with ωB97M-V/def2-TZVPD.

Values from the calculation:
HOMO level (eV): -5.97
Orbital gap (eV): 8.525
Lowest unoccupied orbital energy (eV): 2.55

The geometry in ORCA input format:
```
! RIJCOSX wB97M-V def2-TZVPD def2/J DEFGRID3
* xyz -1 1
N 1.27250 0.85531 2.68935
C 1.70912 1.00129 1.29083
N 3.14709 0.81089 1.05658
N 1.05034 -0.06619 0.57345
C 1.36059 2.42512 0.83284
P -0.35692 3.06895 1.27178
C -2.11910 3.71694 1.72458
C -3.10328 2.57781 1.98762
C -3.57915 1.88071 0.69451
C -3.32207 0.37217 0.59889
O -3.22062 -0.20051 1.91927
C -2.80613 -1.47520 1.97988
O -2.08550 -2.01087 1.19185
H 1.34777 -0.12993 2.92570
H 1.89261 1.36769 3.30748
H 3.31781 -0.18537 0.94884
H 3.67328 1.10925 1.87047
H 1.28931 -0.07965 -0.41455
H 0.04698 -0.06992 0.69495
H 2.06467 3.13647 1.28725
H 1.48882 2.47905 -0.25238
H -0.17669 4.14930 0.35895
H -0.95003 1.86206 0.78108
H 0.03959 3.30528 2.61824
H -2.49662 4.39131 0.94690
H -1.99846 4.30042 2.64421
H -3.97424 2.96671 2.51955
H -2.63431 1.85503 2.65849
H -3.05552 2.33472 -0.15012
H -4.63829 2.07917 0.52616
H -2.41718 0.15740 0.03253
H -4.14841 -0.13173 0.09484
H -3.21445 -1.96981 2.87234
B 2.04798 -3.53476 -3.38954
O 1.98657 -4.68982 -2.48187
C 1.35743 -5.69537 -3.06988
O 1.14545 -6.77641 -2.60384
C 0.94428 -5.21587 -4.48768
O 0.35612 -5.86041 -5.30626
O 1.36549 -3.96761 -4.61960
O 1.39851 -2.33970 -2.80389
C 2.26257 -1.35094 -2.72340
O 2.04864 -0.24696 -2.29976
C 3.61722 -1.86121 -3.28276
O 4.62807 -1.22667 -3.36245
O 3.43816 -3.11813 -3.65140
*
```



# 4
Computed, not measured: a structure of composition C11H20BN6O4S4Zr, with ωB97M-V/def2-TZVPD.

Values from the calculation:
HOMO level (eV): -11.57
Orbital gap (eV): 8.506
Lowest unoccupied orbital energy (eV): -3.06
Energy relative to the best compared isomer or geometry (same formula, charge and spin) (kJ/mol): 0.0

The geometry in ORCA input format:
```
! RIJCOSX wB97M-V def2-TZVPD def2/J DEFGRID3
* xyz 1 1
Zr -1.09435 0.09271 -0.26638
C -2.70707 -3.77989 -1.73651
N -1.38658 -3.19711 -1.94917
C -0.18217 -3.85239 -1.90247
C 0.78723 -2.92351 -2.07839
N 0.17667 -1.70131 -2.24505
B 0.90251 -0.32127 -2.41686
N 2.23643 -0.39700 -1.67985
C 3.50518 -0.32978 -2.22387
C 4.39068 -0.52010 -1.22276
N 3.65732 -0.71438 -0.06589
C 4.20444 -1.00550 1.25106
C 2.35107 -0.63098 -0.36413
S 1.07934 -0.84572 0.77832
C -1.15895 -1.89013 -2.17946
S -2.36783 -0.66997 -2.33152
H -2.57949 -4.83097 -1.49632
H -3.30897 -3.67734 -2.63640
H -3.19371 -3.26830 -0.90854
H -0.12005 -4.91474 -1.74747
H 1.85620 -3.03677 -2.09484
H 1.03484 0.00208 -3.55692
H 0.19283 0.55384 -1.88727
H 3.65812 -0.13695 -3.27030
H 5.46570 -0.53226 -1.21960
H 5.24305 -0.68839 1.27160
H 4.14380 -2.07192 1.46202
H 3.64121 -0.46189 2.00533
C -3.25301 3.68886 2.39123
N -2.55456 3.37935 1.15260
C -1.25424 3.16465 1.08470
S -0.55726 2.59045 -0.41555
N -0.47686 3.43900 2.11600
C 0.93661 3.08981 2.19733
H -4.31674 3.73243 2.18127
H -2.94481 4.66137 2.77791
H -3.07579 2.91086 3.13826
H -3.09602 3.01945 0.38281
H -0.93078 3.70826 2.97493
H 1.49627 3.57232 1.39981
H 1.06287 2.00836 2.13293
H 1.30924 3.44105 3.15554
O -1.39670 0.63262 2.04429
S -2.64107 -0.14669 1.72181
O -3.12230 0.59668 0.47900
O -2.02916 -1.37416 1.04674
O -3.58312 -0.36471 2.75008
*
```



# 5
Computed, not measured: the molecule C11H20BNO2 at a distorted geometry, with ωB97M-V/def2-TZVPD.

Values from the calculation:
HOMO level (eV): -8.20
Orbital gap (eV): 8.860
SMILES: C[C@@H](O)COBCCCCn1cccc1
Lowest unoccupied orbital energy (eV): 0.66
Energy relative to the best compared isomer or geometry (same formula, charge and spin) (kJ/mol): 341.0

The geometry in ORCA input format:
```
! RIJCOSX wB97M-V def2-TZVPD def2/J DEFGRID3
* xyz 0 1
C -3.82202 -3.32720 -0.20068
C -2.92324 -2.18373 -0.68924
O -1.67923 -2.76518 -1.00699
C -3.56855 -1.47453 -1.86896
O -2.68609 -0.62360 -2.58933
B -2.13135 0.40929 -1.88023
C -0.55936 0.52474 -1.74919
C -0.24744 0.47626 -0.22720
C 1.26500 0.43148 0.08045
C 1.71446 1.77527 0.65329
N 2.98963 1.74052 1.37840
C 3.63431 0.68827 1.93192
C 4.75755 1.19668 2.52487
C 4.77111 2.57194 2.32734
C 3.65832 2.89609 1.60256
H -3.44851 -4.26175 -0.60739
H -3.69553 -3.39882 0.87610
H -4.85868 -3.14872 -0.47279
H -2.84782 -1.48884 0.15749
H -1.00955 -2.08318 -1.11701
H -3.89535 -2.24711 -2.56639
H -4.47709 -0.96993 -1.52243
H -2.80394 1.23264 -1.32208
H -0.04348 -0.28856 -2.25953
H -0.22286 1.50257 -2.09843
H -0.74735 -0.35345 0.27401
H -0.68503 1.37963 0.19534
H 1.44569 -0.35035 0.81402
H 1.83067 0.14935 -0.80519
H 1.72898 2.51774 -0.14018
H 0.95385 2.06728 1.37827
H 3.27914 -0.31969 1.89809
H 5.47314 0.60944 3.07174
H 5.51495 3.25623 2.69395
H 3.33569 3.85923 1.26538
*
```



# 6
Computed, not measured: a structure of composition C11H20BeFNO6S at a distorted geometry, with ωB97M-V/def2-TZVPD.

Values from the calculation:
HOMO level (eV): -15.16
Orbital gap (eV): 1.943
Lowest unoccupied orbital energy (eV): -13.22
Energy relative to the best compared isomer or geometry (same formula, charge and spin) (kJ/mol): 442.8

The geometry in ORCA input format:
```
! RIJCOSX wB97M-V def2-TZVPD def2/J DEFGRID3
* xyz 2 1
C -1.22696 3.78172 -2.76796
C -0.53622 3.06334 -1.48590
F -1.45504 3.30053 -0.31032
C -0.13961 1.49556 -1.62503
C -0.35599 0.65455 -3.00567
O -1.67897 0.00234 -3.13446
O -2.52959 0.75288 -3.77603
C -0.63150 0.67512 -0.25301
C 0.52894 1.08780 0.83780
C 0.44732 0.55158 2.37837
C 1.48794 -0.64789 2.77255
C 1.34340 -2.02144 1.88972
C 0.23896 -3.09164 2.52773
S -0.66742 -4.07599 1.16447
O -1.61636 -5.17658 1.78082
O -1.64421 -3.04136 0.48848
O 0.42988 -4.77455 0.03670
C 1.85716 0.84819 -0.08076
O 3.06653 0.33989 0.15402
N 1.38933 1.45387 -1.42005
H -2.29252 4.19906 -2.42783
H -1.42643 3.11672 -3.70479
H -0.63759 4.74257 -3.15943
H 0.46636 3.66549 -1.24581
H -0.21404 1.32646 -3.97968
H 0.45832 -0.20964 -3.11872
H -3.28203 0.99488 -3.12812
H -0.31509 -0.43342 -0.55693
H -1.76585 0.76385 0.05414
H 0.49793 2.27177 0.98851
H 0.72311 1.47897 3.07758
H -0.65202 0.23664 2.71471
H 1.25716 -0.94681 3.90504
H 2.63359 -0.31271 2.78181
H 2.39084 -2.58919 1.95593
H 1.14760 -1.79693 0.75552
H -0.53214 -2.55852 3.25755
H 0.81475 -3.91123 3.16386
H 1.16750 -4.11566 -0.15660
H 1.95032 1.13056 -2.23820
Be -0.69734 -2.23077 4.89002
*
```